Entry 1:
# C6H17BCl8N3O

5 unconnected molecules or ions with the total composition C6H17BCl8N3O at a distorted geometry (the ωB97M-V functional and the def2-TZVPD basis, the Open Molecules 2025 dataset).

```
36
Properties=species:S:1:pos:R:3:forces:R:3
C 0.858238 -1.848104 0.186028 -0.2785 -0.1197 0.1203
B -0.049683 -0.700915 -0.318893 -0.0447 0.2267 0.3534
O 0.419244 0.370122 -1.014005 0.1415 -0.5361 -0.2438
N -1.527100 -0.632011 0.054749 -0.0828 0.0631 -1.9962
C -2.395664 -1.638778 -0.005073 0.1603 -0.2470 0.4557
N -3.695615 -1.545292 0.527929 0.1979 0.1980 0.5033
N -2.036511 -2.796554 -0.539325 0.1330 0.0270 0.1914
H 0.394787 -2.475166 0.946725 0.0537 0.0222 0.0763
H 1.106816 -2.505995 -0.653377 0.1820 0.0712 -0.0153
H 1.795891 -1.446183 0.575085 0.0365 -0.0119 -0.0905
H -0.004592 0.544993 -1.860797 -0.1546 0.4815 0.1310
H -1.933894 0.288649 -0.099159 -0.0539 0.0542 0.6714
H -4.100256 -0.641183 0.284220 -0.0672 -0.1026 -0.1496
H -3.645470 -1.510834 1.547919 -0.0018 -0.1393 -0.0206
H -2.271161 -3.679702 -0.094152 -0.8194 -0.0880 -0.3813
H -1.472699 -2.835936 -1.374120 0.6299 0.0353 0.4330
C 3.050708 2.609836 -1.826672 -0.1742 -0.0415 0.0405
Cl 3.457214 4.139201 -1.046508 0.0774 0.0360 0.0297
Cl 4.455698 1.799612 -2.527771 0.0109 0.0178 -0.0405
H 2.618886 1.954432 -1.078740 -0.0044 0.0083 0.0008
H 2.339600 2.813443 -2.618944 0.0434 0.0133 -0.0295
C 5.217286 0.859847 1.012246 -0.1069 -0.0183 0.0224
Cl 4.166056 1.504336 2.284643 -0.0139 -0.0059 0.0017
Cl 5.431763 -0.890271 1.143623 -0.0155 -0.0109 0.0068
H 4.743401 1.064442 0.062348 0.1075 0.0337 -0.0598
H 6.186246 1.337030 1.088673 -0.0036 -0.0058 0.0171
C -4.727344 -4.982540 1.562497 -0.0846 -0.0345 0.0300
Cl -3.274964 -5.767050 0.877102 0.0609 0.1710 -0.0292
Cl -5.786939 -6.140288 2.340868 0.0024 -0.0213 -0.0070
H -4.395849 -4.265202 2.303927 0.0174 -0.0106 -0.0034
H -5.260194 -4.503562 0.749865 0.0206 -0.0016 -0.0106
C 0.181041 6.297357 -0.397522 0.0577 0.0360 0.0170
Cl -0.805641 4.941254 -0.991671 0.0105 -0.0732 -0.0023
Cl -0.301373 7.828662 -1.116413 -0.0069 -0.0057 -0.0042
H 0.050332 6.358022 0.675794 -0.0201 -0.0078 -0.0063
H 1.211727 6.094336 -0.661113 -0.0106 -0.0138 -0.0118
```
Positions in Å, forces in eV/Å.

Values from the calculation:
**Total charge**: +1
**Orbital gap**: 8.366 eV
**DFT total energy**: -4184.5408 hartree

Here are the Mulliken charges for atoms 1 to 2, given in e: -0.80, 0.04

***

Entry 2:
# C5H12NS2

2 unconnected molecules or ions with the total composition C5H12NS2 at a distorted geometry (the ωB97M-V functional and the def2-TZVPD basis, the Open Molecules 2025 dataset).

```
20
Properties=species:S:1:pos:R:3:forces:R:3
C 0.089057 -0.274198 0.132525 0.3306 -1.1271 -1.1218
C 0.505480 1.058398 -0.296378 0.1889 -0.2064 1.2319
C -0.969470 -0.998103 -0.596817 -3.3535 -0.2085 -0.6323
C -0.323852 2.201798 -2.749634 -1.0172 -0.0078 2.6962
C 0.461981 -2.051406 1.959063 1.5985 -1.3096 2.1977
N 0.031454 -0.626665 1.581658 4.1718 0.0585 0.7313
S 1.762259 -0.199146 -0.608981 -0.5639 0.5637 0.5702
S 0.509085 2.398985 0.895512 1.2693 0.0186 -2.3315
H -1.067513 -2.097547 -0.611445 0.8956 0.3561 0.3703
H -1.045232 -0.687418 -1.634291 0.5178 0.0798 -0.1113
H -2.008294 -0.685794 -0.230748 1.2254 -0.1200 -0.0208
H 0.486317 2.883322 -2.996145 -0.1940 -0.5813 -0.5354
H -0.760116 2.359250 -1.725194 0.2627 0.2252 -1.4586
H -0.861395 1.429028 -3.297552 0.7304 0.4237 -0.4437
H -0.282344 -2.711858 2.586513 1.0546 1.9585 -1.3049
H 0.685874 -2.585661 1.040956 0.0114 0.0373 0.0036
H 1.487477 -1.988362 2.611162 -2.6612 -0.0355 -1.7178
H 0.794655 -0.005143 2.037814 -2.0279 -0.7280 -0.4937
H -0.882180 -0.462093 1.890598 -1.6927 0.7066 1.0288
H 1.386758 3.042612 0.011383 -0.7469 -0.1037 1.3417
```
Positions in Å, forces in eV/Å.

Values from the calculation:
**Total charge**: +1
**Relative energy (zero: lowest compared OMol25 entry of this formula, charge and spin)**: 594.6 kJ/mol
**Orbital gap (spin up / spin down)**: 7.091 / 8.753 eV
**DFT total energy**: -1048.3851 hartree

Here are the Mulliken charges for atoms 1 to 2, given in e: 0.82, -0.82

***

Entry 3:
# H3NO3Si

H3NO3Si in the gas phase at a distorted geometry (the ωB97M-V functional and the def2-TZVPD basis, the Open Molecules 2025 dataset).

```
8
Properties=species:S:1:pos:R:3:forces:R:3
N -1.286031 -0.114407 -0.936165 0.3476 0.2969 0.5022
O -0.302822 0.528294 -0.221141 -0.4075 0.9813 -0.2924
O -2.217741 0.577295 -1.165493 -0.7496 0.5618 -0.2338
O -1.105265 -1.245086 -1.248917 0.5355 -1.0604 -0.0709
Si 1.011716 0.135979 0.737424 -0.4268 -1.0476 -0.4858
H 0.471674 -0.581550 1.888871 0.1126 0.0100 0.3567
H 1.866285 -0.747905 -0.051929 0.3599 -0.0373 0.0339
H 1.562185 1.447381 0.997349 0.2283 0.2951 0.1899
```
Positions in Å, forces in eV/Å.

Values from the calculation:
**Relative energy (zero: lowest compared OMol25 entry of this formula, charge and spin)**: 201.7 kJ/mol
**SMILES**: O=[N+]([O-])O[SiH3]
**Orbital gap**: 11.952 eV
**DFT total energy**: -571.6372 hartree

Here are the Mulliken charges for atoms 1 to 2, given in e: 1.13, -0.22

***

Entry 4:
# C37H32BrFN3NiO7P

A molecular structure, C37H32BrFN3NiO7P at a distorted geometry (the ωB97M-V functional and the def2-TZVPD basis, the Open Molecules 2025 dataset).

```
83
Properties=species:S:1:pos:R:3:forces:R:3
Ni 9.215266 10.700987 11.526360 -0.2814 2.7181 2.0577
C 6.715629 7.998102 12.837409 0.7648 1.6778 0.6832
C 6.179751 9.162968 11.959503 -0.0817 -1.2122 -1.2195
C 6.236174 10.503635 12.674065 0.4939 1.0176 0.0836
C 6.805401 9.248193 10.534240 0.2225 0.4989 -0.4242
C 6.634136 8.108239 9.524578 1.1528 -0.3832 -0.5201
O 7.949192 7.411442 9.563291 0.5985 1.9723 0.3812
C 8.854734 8.366304 10.018477 -3.5567 0.9753 0.4814
N 8.297219 9.469185 10.510068 -0.4852 -4.2378 -1.5425
C 10.243068 8.042373 9.866155 1.6097 -1.7737 -1.3821
C 10.503464 6.696829 9.449764 0.3382 0.7782 0.1295
C 11.795579 6.288048 9.099260 -0.0139 -0.2193 -0.5315
C 12.799939 7.245748 8.994851 0.4798 -0.0821 1.5787
C 12.572813 8.538193 9.515388 2.7121 -0.1344 -1.0575
C 11.338880 8.949116 9.883254 -1.0043 0.2373 1.3909
P 11.170118 10.638375 10.548859 -1.7064 0.5734 -1.4434
C 12.403636 11.135189 11.654078 2.4623 -0.1132 1.4560
C 12.978286 12.446610 11.649490 -0.7645 -1.5435 -1.0575
C 13.975041 12.738205 12.535053 1.7515 0.7349 1.3208
C 14.382530 11.812466 13.524288 -0.5021 -0.0847 -1.1577
C 13.896485 10.506577 13.438139 0.3273 0.1097 0.8923
C 12.888285 10.149801 12.559044 0.0687 2.6460 -0.6247
C 11.321496 11.624861 9.027623 -0.2326 -0.2736 -0.2966
C 12.573456 11.920583 8.499139 0.4529 0.7941 -0.4041
C 12.628522 12.604265 7.268011 0.4973 0.2854 -0.0887
C 11.477042 12.938727 6.554678 -1.0780 -0.7557 0.6058
C 10.220547 12.491419 7.025235 -0.4882 0.0598 0.4255
C 10.142009 11.891705 8.293895 0.0995 -0.5318 0.1583
H 5.987216 7.818429 13.618733 -0.2494 -0.2774 0.0974
H 7.634159 8.324054 13.395565 -0.6398 -0.3213 -0.6778
H 6.947165 7.079149 12.328168 -0.1128 -0.3615 -0.4494
H 5.120026 8.920326 11.683488 0.5358 0.3298 0.4564
H 7.257924 10.900354 12.908501 -0.6244 -0.6157 -0.4847
H 5.818356 10.385899 13.664414 -0.4920 0.0029 0.2442
H 5.721335 11.341485 12.141022 0.2644 -0.8260 0.3299
H 6.314612 10.066228 10.024208 0.1386 0.7950 0.2550
H 6.474845 8.473204 8.440712 0.2547 -0.5444 1.7695
H 5.902521 7.363121 9.806497 -0.2306 -0.0549 -0.0559
H 9.699170 5.973854 9.356099 0.0451 0.2624 0.2861
H 12.008103 5.215301 8.865511 -0.3118 1.1562 0.1067
H 13.833358 6.945696 8.788314 -0.4917 0.1266 -0.2464
H 13.466374 9.254140 9.627101 -1.5204 -1.1723 -0.3216
H 12.653299 13.128860 10.868848 0.0787 0.0967 0.3557
H 14.612267 13.663971 12.476813 -1.3128 -0.6759 0.0298
H 15.067533 12.138725 14.305509 0.0798 -0.3459 -0.3418
H 14.313761 9.737758 14.080171 -0.2030 0.1247 0.2281
H 12.396568 9.226278 12.659683 -0.2872 -1.2946 -0.1882
H 13.525853 11.754701 9.065801 -1.0814 -0.0361 -0.6211
H 13.608403 12.903063 6.861687 -0.5443 -0.1348 0.2968
H 11.456255 13.531851 5.647631 0.5014 -0.1875 -0.0208
H 9.277665 12.624435 6.424008 1.2066 0.0674 0.7304
H 9.192723 11.546070 8.776700 0.7034 0.5899 -0.7989
Br 10.647215 16.032681 10.426901 1.2338 0.7278 -0.4184
C 8.841549 15.745039 10.100360 -0.2278 0.1450 0.5862
C 8.205331 16.828967 9.538967 0.4560 0.6339 -1.1557
C 6.838861 16.819735 9.490324 -1.4510 0.8797 -0.2302
C 6.131166 15.792120 10.094489 -1.0359 -1.3230 1.2138
C 6.760911 14.684128 10.706843 0.7180 1.5876 -1.4048
C 8.153324 14.641695 10.628149 -0.3296 2.4010 -0.2191
C 8.922577 13.542599 11.119070 1.7674 -3.2300 -0.1422
O 10.166290 13.560877 11.198266 -1.2181 -0.5598 0.5342
O 8.231984 12.452099 11.245366 -0.0138 0.0525 0.3637
H 8.767780 17.665318 9.061980 -0.3847 -0.8353 0.7206
H 6.304285 17.693837 9.042110 0.4310 -0.9727 0.4196
H 5.038480 15.799726 10.216437 0.4742 0.3629 -0.4415
H 6.246354 13.891572 11.213300 -0.2844 -0.1517 -0.0186
F 6.051842 11.939612 17.573100 1.0226 -0.1025 0.0306
C 7.322836 11.497027 17.746196 0.1472 -1.5640 0.6828
C 8.194168 11.351814 16.735028 0.2563 0.0409 0.4560
N 9.493439 10.844092 16.901348 -1.0723 -1.2724 0.0949
C 10.334387 10.686193 15.695285 1.1023 0.7430 0.5513
C 9.687959 9.990390 14.473500 -0.8319 -0.6929 0.5786
O 9.283576 8.813009 14.580501 0.7996 1.9154 -0.5424
O 9.596211 10.814099 13.474850 0.1466 -1.2076 -0.1299
C 9.836738 10.076579 18.069837 0.4465 1.8224 -0.5876
O 10.953979 9.625848 18.247730 -1.1908 -0.1451 -0.1679
N 8.856329 10.115779 19.061156 -0.4912 0.1884 0.2846
C 7.610885 10.803411 19.038754 -1.6700 0.7053 2.0764
O 6.835791 10.840836 20.030113 2.5200 -0.4517 -2.8164
H 7.891556 11.646359 15.741993 0.2942 0.1673 -0.2169
H 11.197137 10.106890 16.084796 -0.4068 0.2594 -0.5905
H 10.697200 11.695274 15.365678 -0.3517 -0.8716 0.3708
H 9.147314 9.708018 19.962352 -0.3997 0.3105 -0.7567
```
Positions in Å, forces in eV/Å.

Values from the calculation:
**Relative energy (zero: lowest compared OMol25 entry of this formula, charge and spin)**: 18.6 kJ/mol
**⟨S²⟩**: 2.009
**Orbital gap (spin up / spin down)**: 7.191 / 7.035 eV
**DFT total energy**: -6643.6555 hartree
**Spin multiplicity**: 3

Here are the Mulliken charges for atoms 1 to 2, given in e: 2.37, -1.48

***

Entry 5:
# C3HCoO2

A molecular structure, C3HCoO2 at a distorted geometry (the ωB97M-V functional and the def2-TZVPD basis, the Open Molecules 2025 dataset).

```
7
Properties=species:S:1:pos:R:3:forces:R:3
C 0.536115 1.962731 -0.323092 -1.6809 -0.2208 -0.6964
C 1.404884 1.025075 -0.307604 -1.8677 -2.6750 0.3787
O 0.989920 -0.272478 -0.200646 0.6806 -0.0015 -0.1593
C -0.424676 -0.444328 -0.224982 1.9593 3.2635 0.1144
O -0.977511 0.666279 -0.299077 1.3088 0.4090 -0.1946
H 0.189427 2.906079 -0.713502 -0.0721 -0.0148 0.4131
Co -1.071639 -2.309352 0.391343 -0.3281 -0.7605 0.1440
```
Positions in Å, forces in eV/Å.

Values from the calculation:
**Total charge**: +1
**Relative energy (zero: lowest compared OMol25 entry of this formula, charge and spin)**: 0.0 kJ/mol
**⟨S²⟩**: 8.765
**Orbital gap (spin up / spin down)**: 7.217 / 7.781 eV
**DFT total energy**: -1647.5648 hartree
**Spin multiplicity**: 6

Here are the Mulliken charges for atoms 1 to 2, given in e: -0.01, 0.25

***

Entry 6:
# C5H9ClN2

C5H9ClN2 in the gas phase at a distorted geometry (the ωB97M-V functional and the def2-TZVPD basis, the Open Molecules 2025 dataset).

```
17
Properties=species:S:1:pos:R:3:forces:R:3
C -0.160110 2.216861 0.526894 5.0820 0.9817 1.5880
C 0.870102 0.424739 -0.600953 1.1953 -2.8833 -4.6169
C 1.405930 -1.904743 -0.040612 0.2479 -0.1776 3.0411
C -0.924721 -0.953832 0.284854 2.3680 0.1382 0.2674
C -1.744214 -0.170179 -0.375994 0.5046 2.6853 -1.6446
H 0.322039 1.799936 1.564264 -1.9390 0.5728 -2.3297
H 0.189591 3.305015 0.524455 -0.5384 -1.3121 -0.0294
H -1.169355 2.243766 0.353167 -2.6871 -0.2629 0.4757
H 1.399180 0.072145 -1.644234 -0.5993 0.7907 2.4391
H 2.387114 -1.562885 0.256064 0.5644 0.2080 -0.6226
H 1.296135 -2.673127 0.815323 -0.7230 1.1658 -1.3301
H 1.445272 -2.452431 -0.965186 -0.4099 0.1943 -0.7202
H -1.342965 -1.699905 1.022693 1.0113 0.7424 -1.0526
H -1.628070 0.790560 -1.032588 0.8625 -2.5267 1.1916
N 0.488620 1.607268 -0.645642 0.1452 1.2852 1.6554
N 0.529195 -0.721087 0.129757 -1.6401 -0.9979 1.1447
Cl -3.363751 -0.322107 -0.172263 -3.4446 -0.6039 0.5431
```
Positions in Å, forces in eV/Å.

Values from the calculation:
**Relative energy (zero: lowest compared OMol25 entry of this formula, charge and spin)**: 352.5 kJ/mol
**SMILES**: C/N=C\N(C)/C=C/Cl
**Orbital gap**: 9.351 eV
**DFT total energy**: -765.4958 hartree

Here are the Mulliken charges for atoms 1 to 2, given in e: -0.82, 0.05

***

Which value of DFT total energy does entry 2 give? -1048.3851 hartree